Computed, not measured: a 16-piece molecular cluster, C75H171N9O19 overall in a non-equilibrium geometry, with ωB97M-V/def2-TZVPD.

```
274
Properties=species:S:1:pos:R:3:lowdin_charge:R:1
O 0.38036 -17.49767 -27.48830 -0.063
O 8.01365 -16.36151 -21.62733 -0.092
O 5.97818 -19.00909 -26.60220 -0.110
O 9.98999 -25.72293 -19.91730 -0.110
O 6.24668 -26.37303 -24.54604 -0.053
O 5.17963 -12.82943 -18.94817 -0.087
O 4.86127 -21.56842 -19.66807 -0.129
O 5.52868 -20.26945 -17.64250 -0.093
O 6.15224 -21.08004 -24.84837 -0.128
O 2.22628 -19.86748 -24.00890 -0.064
O 10.94246 -20.59493 -22.66230 -0.107
O 9.63603 -23.65141 -19.08905 -0.037
O 7.15061 -19.19533 -16.60462 -0.043
O 5.42748 -18.08487 -28.62249 -0.050
O 2.05445 -25.40150 -25.51809 -0.066
O 6.55690 -24.52688 -23.39601 -0.063
O 12.68888 -21.23189 -21.38696 -0.057
O 1.71607 -20.57117 -21.88440 -0.136
O 9.02062 -15.31645 -19.91949 -0.096
N 2.34550 -19.99413 -27.54807 -0.326
N 3.23900 -23.75348 -23.29934 -0.298
N 7.49196 -20.57418 -22.09259 -0.302
N 8.14247 -28.18704 -22.03824 -0.261
N 1.36711 -21.27556 -18.37410 -0.335
N 7.22652 -15.44697 -26.06793 -0.247
N 14.35886 -24.61185 -18.82618 -0.280
N 4.75685 -16.06451 -18.64492 -0.315
N 10.89021 -17.67217 -17.62544 -0.231
C 12.09911 -20.03344 -18.82423 -0.157
C 13.60425 -26.92077 -18.40509 -0.183
C 1.07224 -21.55996 -16.94364 -0.013
C 1.81314 -23.34007 -23.46731 0.021
C 14.26867 -23.47775 -19.77403 -0.004
C 8.32056 -19.33349 -21.91532 -0.003
C 7.71973 -21.39255 -20.88647 0.001
C 9.74658 -17.17440 -16.87185 -0.180
C 3.61929 -15.15411 -18.10164 0.015
C 12.78217 -19.26356 -17.69646 -0.171
C 1.75451 -17.50666 -27.93730 -0.205
C 8.11629 -16.52126 -25.48981 -0.115
C 7.43785 -15.26686 -27.56779 0.055
C 3.58970 -20.98195 -19.64572 -0.291
C 11.76206 -16.59605 -18.10578 -0.002
C 3.43127 -25.56324 -25.10884 -0.199
C 5.48023 -14.61157 -23.81433 -0.180
C 7.41234 -21.52418 -16.81157 -0.008
C 7.27000 -29.07806 -22.93106 -0.040
C 6.95266 -14.30775 -23.91454 -0.179
C 11.83992 -18.58214 -16.80682 -0.109
C 7.44911 -24.58338 -25.59003 0.012
C 10.27188 -17.51797 -24.71377 -0.075
C 9.05398 -27.45459 -22.96153 -0.128
C 8.93483 -15.50297 -15.11834 -0.076
C 6.66147 -20.25598 -17.02060 -0.693
C 5.25498 -15.91197 -24.54586 -0.146
C 9.09398 -29.17225 -24.71028 -0.198
C 3.64235 -23.69416 -21.86300 0.002
C -0.00252 -19.74146 -23.27199 -0.012
C 7.51084 -14.19289 -25.35564 -0.113
C 0.67262 -22.26996 -19.26793 0.017
C 12.40371 -23.42858 -17.78923 -0.206
C 0.83875 -19.90453 -18.83604 0.052
C 10.09511 -16.39722 -15.61351 -0.214
C 8.16985 -29.97715 -23.89728 -0.152
C 6.97889 -19.80017 -28.55767 -0.021
C 2.55773 -18.54522 -27.17112 -0.099
C 3.53819 -25.21123 -23.62836 -0.106
C 10.03359 -15.02442 -21.94431 -0.021
C 4.12547 -22.82853 -24.10411 0.014
C 6.69056 -25.23579 -24.39629 -0.780
C 5.77408 -15.78459 -25.98275 -0.115
C 8.99910 -28.88863 -21.02122 0.037
C 4.00856 -17.19146 -19.33784 0.011
C 5.30958 -26.59585 -19.90394 -0.069
C 11.85234 -22.87829 -16.47149 -0.074
C 8.93718 -15.62500 -21.14659 -0.737
C 10.19773 -18.39911 -18.82813 -0.049
C 1.43108 -20.05163 -23.03814 -0.692
C 7.94629 -21.49348 -23.26753 -0.068
C 6.05292 -20.16863 -22.14044 0.028
C 2.77447 -20.05186 -29.02612 0.049
C 10.52734 -23.99900 -21.34977 -0.014
C 9.94647 -28.36551 -23.73017 -0.161
C 15.95196 -26.31601 -17.75654 -0.123
C 9.65405 -16.44822 -25.68262 -0.170
C 14.97338 -27.44871 -18.16257 -0.177
C 6.12267 -13.88343 -19.30788 -0.172
C 9.95709 -24.45559 -19.96443 -0.749
C 2.88183 -21.42184 -18.42281 -0.101
C 3.22256 -20.83232 -26.76227 -0.025
C 11.21596 -19.13709 -19.71679 -0.140
C 6.04692 -18.87417 -27.87986 -0.750
C 0.98416 -20.52981 -27.34837 0.024
C 6.09523 -27.68905 -20.54920 -0.245
C 13.48410 -25.72546 -19.33868 -0.079
C 13.73798 -24.15668 -17.53190 -0.112
C 11.98123 -21.29045 -22.41483 -0.700
C 5.50638 -15.24073 -19.72734 -0.079
C 15.73906 -25.00034 -18.59404 -0.119
C 12.38045 -22.37628 -23.43706 -0.029
C 5.55174 -16.56652 -17.45579 0.022
C 7.31623 -27.19672 -21.31053 -0.144
C 7.59323 -20.92828 -24.59579 -0.177
H 9.25533 -14.88274 -14.29959 0.068
H 7.89345 -18.55926 -22.51219 0.063
H 9.63874 -18.41212 -24.59255 0.053
H 9.68347 -29.76508 -25.39381 0.115
H 5.35428 -21.18482 -18.83260 0.053
H 10.51743 -29.01855 -23.07651 0.113
H 7.27326 -13.38908 -23.43581 0.120
H 1.81632 -17.53031 -29.05155 0.128
H 9.08176 -17.98540 -16.59612 0.111
H 8.46406 -25.00191 -25.65312 0.074
H 4.82936 -15.15753 -20.58479 0.115
H 1.77012 -22.34284 -23.10298 0.049
H 9.65459 -17.57936 -19.34821 0.118
H 7.00919 -22.16967 -20.92457 0.084
H 12.40878 -25.40467 -19.47377 0.125
H 3.71335 -16.86916 -20.34205 0.112
H 12.23477 -18.00682 -15.97393 0.130
H 2.96168 -21.85221 -27.05063 0.110
H 13.04755 -27.68888 -18.85128 0.110
H 5.78179 -19.88156 -23.12618 0.082
H 9.48424 -26.61177 -22.35028 0.134
H 4.81531 -16.94436 -16.74235 0.105
H 13.22741 -26.66883 -17.42482 0.114
H 9.71471 -28.14006 -20.64573 0.112
H 10.18416 -15.41127 -22.94468 0.037
H 9.36481 -19.63650 -22.15186 0.078
H 7.03152 -16.16771 -27.96627 0.083
H 1.97555 -19.53586 -29.61278 0.117
H 11.26363 -15.72064 -18.51292 0.104
H 3.94339 -22.95340 -25.20066 0.110
H 5.18981 -14.60865 -22.77054 0.090
H 0.87153 -20.51910 -26.30258 0.084
H -0.42035 -22.16686 -19.16892 0.119
H -0.34246 -19.03780 -22.48265 0.093
H 6.76568 -22.33537 -16.47293 0.083
H 5.50356 -16.71362 -26.48434 0.101
H 13.26250 -23.28240 -20.14447 0.084
H 4.73468 -23.86517 -21.69055 0.120
H 11.62192 -24.01850 -18.28243 0.086
H 13.70531 -24.95914 -16.83080 0.109
H 4.55851 -25.41882 -23.24361 0.104
H 7.16591 -13.23291 -25.87019 0.163
H 1.45068 -23.49464 -24.48661 0.102
H 6.59026 -29.68143 -22.19867 0.154
H 4.17951 -16.14512 -24.56754 0.125
H 6.34980 -15.81285 -20.00739 0.086
H 1.11823 -19.88617 -19.88844 0.078
H 6.73989 -20.82641 -28.29056 0.074
H 5.45661 -28.26448 -21.24857 0.114
H 3.85634 -21.80912 -23.81283 0.089
H 7.59181 -30.56656 -24.54351 0.100
H 14.94603 -28.22694 -17.45891 0.099
H 16.23337 -25.22344 -19.59883 0.161
H 7.59993 -20.79352 -20.02457 0.083
H 7.71885 -17.44788 -25.91596 0.119
H 11.59135 -22.55723 -24.14724 0.058
H 8.08840 -19.02837 -20.90175 0.089
H 4.89562 -13.77083 -24.28318 0.137
H 6.73421 -13.63744 -20.16072 0.115
H 10.62538 -22.93121 -21.53002 0.036
H 4.60970 -18.08874 -19.32066 0.081
H 10.89497 -22.41468 -16.71797 0.071
H -0.00656 -21.42683 -16.64175 0.132
H 10.93497 -15.73476 -15.89679 0.102
H 12.77688 -20.46643 -19.58730 0.089
H 12.53827 -22.16959 -16.06604 0.052
H 9.89266 -13.92782 -21.98557 0.091
H 4.04795 -14.16927 -17.63059 0.142
H 1.16970 -23.96055 -22.83931 0.113
H 13.47825 -18.55397 -18.01066 0.095
H 3.02924 -20.60657 -25.72366 0.072
H 1.19458 -19.14448 -18.16441 0.094
H 10.67710 -19.72543 -20.46430 0.084
H 9.43731 -29.78631 -21.41018 0.085
H 8.59653 -14.03908 -25.24295 0.125
H 7.91796 -16.60286 -24.37627 0.127
H 5.99782 -19.27103 -21.54981 0.096
H 9.53996 -19.14607 -18.38185 0.129
H 7.85785 -19.81415 -24.71884 0.134
H 8.15218 -21.25955 -16.04326 0.077
H 8.34573 -29.27061 -20.25587 0.098
H -0.53203 -20.65014 -23.27068 0.066
H 6.08614 -15.72883 -16.93968 0.110
H 10.91034 -15.15444 -21.25388 0.095
H 12.40164 -16.93593 -18.91343 0.100
H 6.86779 -26.45655 -21.98216 0.117
H 2.97354 -21.07050 -29.29324 0.103
H 8.05318 -16.05737 -14.79458 0.076
H 4.25510 -20.67674 -27.08505 0.103
H 15.83279 -26.07684 -16.68394 0.119
H 10.69081 -27.74297 -24.12602 0.106
H 0.12004 -20.04381 -27.86765 0.132
H 4.58829 -27.09382 -19.23678 0.095
H 5.29966 -12.04340 -19.48247 0.086
H 12.60379 -22.56593 -18.46974 0.088
H 1.75581 -26.26512 -25.80810 0.091
H 5.71449 -16.76998 -24.02569 0.124
H 3.81618 -26.60504 -25.04305 0.134
H 3.03679 -24.43196 -21.35602 0.101
H 7.55825 -22.47284 -23.02168 0.110
H 3.08912 -21.26670 -20.54091 0.049
H 8.19374 -21.49950 -25.29754 0.114
H 6.38854 -28.37388 -19.82963 0.080
H 6.76548 -14.00836 -18.41246 0.123
H 5.14716 -23.00266 -23.87770 0.057
H 3.05351 -15.78660 -17.40117 0.098
H 3.24550 -20.80014 -17.62726 0.108
H 0.99887 -23.25142 -18.98849 0.100
H 1.71669 -20.90124 -16.39282 0.092
H 4.09666 -25.04515 -25.73356 0.094
H 11.83386 -18.50800 -20.34577 0.118
H 7.97326 -26.66993 -20.62789 0.116
H 16.24200 -24.16452 -18.09296 0.140
H 10.46786 -17.08358 -14.81759 0.122
H 4.78802 -26.09881 -20.68629 0.038
H 1.46499 -22.58016 -16.68593 0.128
H 8.70638 -14.85891 -15.97326 0.072
H 10.47450 -17.24917 -23.62760 0.086
H 14.44855 -23.51230 -17.01441 0.140
H 12.34073 -16.25229 -17.18052 0.129
H 3.06147 -14.99977 -18.98786 0.084
H 8.77014 -21.85352 -20.97302 0.128
H -0.03436 -19.19769 -24.19097 0.061
H 7.14375 -24.61960 -26.66689 0.088
H 8.54455 -28.50442 -25.43476 0.142
H 3.38351 -22.70062 -21.53971 0.064
H -0.23445 -19.96720 -18.65685 0.104
H 8.78182 -30.67120 -23.30439 0.116
H 2.75179 -25.74984 -23.10232 0.136
H -0.24457 -17.17776 -28.12187 0.078
H 6.26884 -17.35536 -17.73456 0.088
H 13.86911 -26.02791 -20.31629 0.147
H 1.05800 -21.49197 -27.70232 0.075
H 9.93566 -16.69113 -26.68730 0.096
H 5.26120 -15.00171 -26.47250 0.127
H 8.01098 -19.84325 -28.15787 0.087
H 12.74161 -23.35902 -23.06226 0.068
H 3.71331 -19.50673 -29.14736 0.088
H 6.63296 -28.33609 -23.43726 0.111
H 13.36023 -19.88390 -17.03780 0.114
H 11.15154 -18.02019 -25.05237 0.064
H 11.52457 -20.84673 -18.42263 0.092
H 9.02316 -21.41201 -23.12188 0.102
H 8.29259 -26.93593 -23.68684 0.144
H 2.24771 -18.36785 -26.13501 0.136
H 5.98568 -20.31400 -25.43037 0.024
H 13.10732 -22.00003 -24.12189 0.058
H 9.22003 -16.51926 -17.54063 0.113
H 0.97365 -22.05990 -20.28355 0.074
H 15.26745 -27.93058 -19.14290 0.138
H 5.98894 -25.89463 -19.44098 0.092
H 8.49439 -15.14385 -27.82163 0.112
H 11.54072 -24.36664 -21.54389 0.056
H 14.92641 -23.69040 -20.63382 0.124
H 11.80163 -23.65320 -15.67761 0.093
H 3.13309 -22.43145 -18.14496 0.144
H 6.95759 -14.37558 -27.92522 0.105
H 7.99567 -21.89876 -17.69174 0.080
H 5.37749 -20.94393 -21.75789 0.094
H 9.83738 -24.43427 -22.06112 0.062
H 3.61178 -18.32086 -27.30627 0.096
H 11.25460 -19.30813 -16.28863 0.131
H 7.04500 -19.66911 -29.64964 0.088
H 2.21316 -16.52833 -27.66255 0.130
H 3.13062 -17.37005 -18.70198 0.091
H 16.98075 -26.55485 -17.88869 0.102
H 14.68145 -22.58965 -19.38225 0.104
H 7.54836 -23.55601 -25.37806 0.014
H 7.53830 -15.04317 -23.35860 0.071
H 3.68190 -19.90998 -19.73893 0.101
H 10.01362 -15.43920 -25.41109 0.100
```

Summary:
E   -132844.106 eV
Net charge   +2
Largest force on an atom   0.06838 Eh/bohr
HOMO   -10.73 eV